Entry 1:
Computed, not measured: a cluster of 2 separate species, C18H15BrFN2O7S in total, with ωB97M-V with the def2-TZVPD basis set.

total charge = -1
E_HOMO = -4.4 eV
E_LUMO = 0.8 eV
spin multiplicity = 1

Geometry as XYZ:
```
45
Properties=species:S:1:pos:R:3:mulliken_charge:R:1
C -2.240 1.102 -1.903 -1.1439
C -1.136 1.156 -0.699 0.4352
O -1.245 2.517 -0.158 -0.5282
C -1.606 0.053 0.368 -0.8705
N -0.530 -0.455 1.292 0.4546
C -0.129 -1.844 1.004 -0.3683
C -1.056 -2.966 1.619 -0.3864
C -0.828 -4.483 1.408 -0.5280
C 0.375 -4.950 0.525 -0.5480
C 1.287 -3.842 -0.074 0.2149
O 2.401 -4.223 -0.917 -0.1970
N 3.259 -5.073 -0.275 0.1024
O 3.966 -4.468 0.480 -0.2514
C 1.072 -2.308 0.135 0.8287
S 2.148 -0.993 -0.593 -0.1881
C 1.955 0.400 0.633 0.7334
C 3.115 1.443 0.844 0.5317
C 4.508 1.348 0.013 -0.6077
C 4.170 1.526 -1.557 0.6186
O 4.710 0.847 -2.454 -0.4977
F 3.223 2.566 -1.884 -0.2556
C 2.947 2.626 1.855 -0.7670
C 1.597 2.748 2.625 -0.4802
C 0.461 1.677 2.417 -0.0336
Br -1.241 1.869 3.429 -0.1625
C 0.614 0.466 1.414 -0.3266
H -2.194 0.109 -2.489 0.3008
H -3.288 1.349 -1.516 0.2401
H -1.922 1.932 -2.637 0.3453
H -0.132 0.951 -1.199 0.1694
H -2.049 2.486 0.425 0.4227
H -1.964 -0.862 -0.246 0.3902
H -2.501 0.425 0.994 0.3197
H -1.957 -2.627 2.256 0.3127
H -1.518 -5.286 1.832 0.2975
H 0.529 -6.073 0.341 0.3402
H 5.048 0.362 0.232 0.2565
H 5.108 2.281 0.307 0.3526
H 3.783 3.391 2.034 0.2070
H 1.411 3.620 3.355 0.2719
C -6.044 2.358 -2.262 0.7003
O -7.089 2.916 -2.691 -0.8098
O -5.409 1.666 -3.249 -0.4712
O -5.527 2.343 -1.126 -0.7193
H -6.083 1.919 -3.908 0.2945
```


Entry 2:
Computed, not measured: a structure of composition C18H15BrN8O4RuS, with ωB97M-V with the def2-TZVPD basis set.

energy above the lowest of the compared OMol25 structures with the same formula, charge and spin = 1.001 eV
total charge = -1
expectation value of S² = 8.7629
E_HOMO (alpha / beta) = -4.6 / -4.7 eV
E_LUMO (alpha / beta) = 2.4 / 1.3 eV
spin multiplicity = 6

Geometry as XYZ:
```
48
Properties=species:S:1:pos:R:3:mulliken_spin:R:1
Ru 0.607 1.060 -0.309 3.9397
N 2.349 1.997 -4.456 0.0189
C 1.993 1.629 -3.188 -0.0632
S 1.405 2.899 -2.186 0.3190
N 2.181 0.378 -2.892 0.0395
N 1.938 -0.118 -1.681 0.1224
C 1.945 -1.426 -1.615 0.0328
C 1.806 -2.243 -0.465 -0.0216
C 1.914 -3.635 -0.627 -0.0058
C 1.808 -4.506 0.427 0.0108
C 1.587 -4.004 1.715 -0.0018
C 1.469 -2.656 1.923 0.0197
C 1.577 -1.711 0.859 0.0332
O 1.473 -0.472 1.096 0.1619
H 1.952 2.859 -4.792 0.0026
H 2.481 1.248 -5.119 -0.0041
H 2.079 -1.951 -2.567 0.0075
H 2.102 -4.013 -1.623 -0.0010
H 1.908 -5.570 0.274 0.0010
H 1.520 -4.688 2.551 0.0000
H 1.291 -2.262 2.914 -0.0005
Br -2.716 2.741 -0.052 0.0077
C -1.478 3.047 1.349 -0.0085
C -1.931 3.610 2.528 -0.0018
C -0.998 3.878 3.519 0.0041
C 0.332 3.583 3.269 -0.0022
C 0.688 3.042 2.043 0.0172
N -0.210 2.765 1.092 0.0750
C 2.193 2.838 1.699 -0.0082
O 2.992 3.325 2.489 0.0123
O 2.422 2.231 0.635 0.1162
H -2.975 3.849 2.652 -0.0003
H -1.304 4.327 4.453 0.0003
H 1.117 3.792 3.978 0.0010
C -3.358 -1.455 0.899 0.0051
C -1.991 -1.102 0.364 -0.0085
N -1.476 -1.975 -0.519 0.0022
O -1.387 -0.114 0.755 0.0444
H -3.921 -2.045 0.180 0.0005
H -3.898 -0.539 1.124 0.0002
H -3.234 -2.021 1.822 -0.0002
H -2.052 -2.672 -0.960 -0.0007
H -0.579 -1.760 -0.941 0.0065
N -0.819 0.754 -2.016 0.0751
C -1.829 0.289 -2.388 0.0331
N -2.874 -0.130 -2.933 0.0131
C -3.671 -1.104 -2.706 -0.0026
N -4.428 -1.970 -2.572 0.0080
```


Entry 3:
Computed, not measured: a structure of composition C18H15CaN3O3, with ωB97M-V with the def2-TZVPD basis set.

total charge = +2
E_HOMO = -14.0 eV
E_LUMO = -6.4 eV
spin multiplicity = 1

Geometry as XYZ:
```
40
Properties=species:S:1:pos:R:3:mulliken_charge:R:1
Ca 0.116 0.226 -0.411 1.9143
O -1.106 -0.347 -2.722 -0.6276
C -0.735 -0.499 -3.907 0.7838
O 1.104 0.894 -2.277 -0.7544
C 1.112 1.011 -3.551 0.3246
O 1.921 1.796 -4.214 -0.2862
N 0.302 0.295 -4.405 0.2519
C 1.589 1.708 -5.668 -0.4439
C 0.712 0.500 -5.806 -0.5539
H 2.497 1.634 -6.270 0.3476
H 1.031 2.594 -5.971 0.2872
H 1.283 -0.346 -6.195 0.3586
H -0.135 0.657 -6.472 0.4397
C -1.183 -1.468 -4.867 -0.2443
C -2.328 -2.167 -4.698 -0.7837
H -0.530 -1.642 -5.712 0.3160
H -2.997 -1.952 -3.878 0.2725
H -2.592 -2.952 -5.394 0.2930
C -0.007 -3.493 3.207 -0.7265
C 0.000 -2.735 2.023 -0.2021
N 0.011 -1.380 2.019 -0.3185
C -0.002 -0.728 3.214 -0.1156
C -0.009 -1.441 4.470 1.3094
C -0.010 -2.850 4.430 -0.4974
C -0.011 -0.691 5.679 -0.9433
C -0.009 0.691 5.681 -0.9641
C -0.005 1.444 4.473 1.3430
C -0.002 2.853 4.429 -0.4941
C 0.003 3.499 3.208 -0.7579
C 0.008 2.749 2.022 -0.0530
N 0.013 1.390 2.023 -0.5079
C -0.001 0.734 3.218 -0.1626
H -0.008 -4.581 3.132 0.3895
H -0.001 -3.194 1.039 0.3799
H -0.013 -3.378 5.376 0.4572
H -0.015 -1.237 6.615 0.3982
H -0.011 1.238 6.616 0.3988
H -0.004 3.379 5.374 0.4599
H 0.005 4.589 3.135 0.3900
H 0.010 3.201 1.033 0.3219
```


Entry 4:
Computed, not measured: a structure of composition C18H15F6NO7S2Sr, with ωB97M-V with the def2-TZVPD basis set.

energy above the lowest of the compared OMol25 structures with the same formula, charge and spin = 4.342 eV
total charge = 0
E_HOMO = -7.8 eV
E_LUMO = -0.4 eV
spin multiplicity = 1

Geometry as XYZ:
```
50
Properties=species:S:1:pos:R:3:mulliken_charge:R:1
Sr 0.941 0.039 0.703 2.2537
F 2.691 3.811 -0.665 -0.2057
C 3.537 2.832 -0.989 0.4951
F 3.653 2.802 -2.318 -0.2140
F 4.728 3.142 -0.486 -0.1959
S 2.879 1.213 -0.378 1.5908
O 1.590 1.151 -1.027 -0.8783
O 3.789 0.168 -0.693 -0.5651
N 2.720 1.469 1.140 -0.7023
S 3.098 0.289 2.089 1.2368
O 2.518 -0.954 1.666 -0.7844
O 2.907 0.654 3.446 -0.7213
C 4.929 0.043 1.833 0.6226
F 5.466 1.085 1.187 -0.1967
F 5.549 -0.040 3.015 -0.2145
F 5.215 -1.065 1.160 -0.2064
C -1.293 2.994 3.378 -1.7314
C -1.200 1.844 2.401 1.0823
O -0.202 1.741 1.681 -0.5832
C -2.319 0.919 2.307 0.1516
C -3.574 1.215 2.869 -0.5937
C -4.661 0.403 2.660 -0.7985
C -4.528 -0.750 1.880 -0.4713
C -3.306 -1.096 1.358 -0.5919
C -2.153 -0.298 1.565 0.2487
O -1.006 -0.689 1.089 -0.7058
H -0.322 3.476 3.463 0.3579
H -1.619 2.641 4.353 0.4276
H -2.021 3.720 3.021 0.3822
H -3.697 2.114 3.453 0.3598
H -5.619 0.658 3.085 0.3838
H -5.391 -1.374 1.694 0.3991
H -3.162 -1.990 0.764 0.4166
C 1.431 -3.497 -2.197 -1.7601
C 0.640 -2.296 -1.743 0.8213
O 0.877 -1.759 -0.673 -0.4244
C -0.439 -1.797 -2.635 0.5357
C -1.168 -0.675 -2.221 0.2438
C -2.179 -0.171 -3.017 -0.9497
C -2.483 -0.776 -4.230 -0.4748
C -1.773 -1.892 -4.642 -0.7523
C -0.756 -2.401 -3.855 -0.5093
H 2.191 -3.728 -1.454 0.3308
H 1.908 -3.293 -3.153 0.4166
H 0.774 -4.356 -2.320 0.4316
H -0.924 -0.206 -1.255 0.3853
H -2.729 0.697 -2.682 0.4386
H -3.273 -0.380 -4.848 0.4079
H -2.015 -2.367 -5.581 0.3991
H -0.218 -3.270 -4.198 0.4120
```


Entry 5:
Computed, not measured: an isolated molecule of C18H15FN2O, with ωB97M-V with the def2-TZVPD basis set.

energy above the lowest of the compared OMol25 structures with the same formula, charge and spin = 0.139 eV
total charge = 0
E_HOMO = -8.8 eV
E_LUMO = 0.0 eV
SMILES = O=C(NC1CCC1)c1ccc(C#Cc2cccc(F)c2)nc1
spin multiplicity = 1

Geometry as XYZ:
```
37
Properties=species:S:1:pos:R:3:mulliken_charge:R:1
O -4.409 -1.874 0.136 -0.5922
C -3.861 -0.805 0.294 0.2633
N -4.517 0.374 0.408 -0.2356
C -5.954 0.505 0.358 0.2767
C -6.468 1.857 -0.161 -0.9383
C -7.425 1.109 -1.103 -0.3849
C -6.674 -0.197 -0.808 -0.8141
C -2.375 -0.648 0.349 0.2168
C -1.745 0.135 1.316 -0.3621
C -0.370 0.265 1.280 -0.6777
C 0.335 -0.385 0.261 0.3074
C 1.732 -0.193 0.152 0.0389
C 2.915 0.041 0.070 -0.1524
C 4.288 0.351 -0.039 0.5915
C 4.688 1.687 -0.117 -0.6657
C 6.028 2.006 -0.228 -0.3684
C 6.988 1.005 -0.261 -0.5230
C 6.573 -0.312 -0.181 0.4097
F 7.503 -1.289 -0.212 -0.3154
C 5.243 -0.664 -0.071 -0.7029
N -0.262 -1.167 -0.639 -0.5766
C -1.569 -1.299 -0.583 -0.2201
H -3.986 1.224 0.524 0.3254
H -6.382 0.231 1.330 0.2477
H -6.923 2.513 0.576 0.3216
H -5.697 2.405 -0.700 0.3108
H -8.450 1.099 -0.739 0.2285
H -7.420 1.438 -2.140 0.2989
H -7.273 -1.059 -0.534 0.3001
H -5.986 -0.484 -1.597 0.2651
H -2.319 0.618 2.094 0.5167
H 0.160 0.857 2.011 0.4088
H 3.940 2.465 -0.095 0.4436
H 6.333 3.038 -0.290 0.3910
H 8.038 1.233 -0.346 0.4377
H 4.953 -1.701 -0.013 0.4799
H -2.015 -1.944 -1.328 0.4493
```


- The highest spin multiplicity belongs to which entry?
  C18H15BrN8O4RuS


- Look up the spin multiplicity of the first one.
  1